The following is a DFT calculation (the ωB97M-V functional and the def2-TZVPD basis) of a structure of composition C14H32NO3P2PtSi at a distorted geometry.

Atoms and positions in Å:
H1 2.691 -1.545 0.770
H2 -2.429 0.725 -3.610
H3 0.186 -2.455 3.453
H4 0.779 1.350 2.904
H5 -4.357 -0.177 0.839
H6 -3.955 -0.868 2.414
H7 3.669 -0.604 1.938
O1 1.036 -3.816 0.406
O2 -1.131 -0.125 1.289
H8 -0.992 2.124 3.659
H9 -4.691 0.737 2.316
H10 2.816 2.429 -0.364
H11 -2.069 -2.550 -0.872
C1 3.280 0.167 -3.947
H12 -1.185 1.694 -2.761
C2 -0.144 -1.224 -3.034
H13 1.034 -3.890 1.389
H14 -2.764 2.267 -0.254
O3 1.010 -2.838 3.102
N1 1.531 0.086 -1.851
H15 4.042 1.172 -0.076
Si1 -2.271 0.904 1.824
C3 -1.998 0.971 -2.635
H16 -3.209 3.104 1.238
H17 -2.759 1.406 -1.986
C4 -2.439 2.461 0.773
H18 3.980 0.168 -4.770
C5 2.708 0.730 -1.691
H19 -1.513 3.051 0.727
H20 0.936 2.713 1.748
H21 1.533 -2.940 3.909
H22 0.003 -2.259 -2.680
C6 3.588 0.798 -2.763
C7 2.657 -0.822 1.588
Pt1 0.171 0.041 -0.273
C8 -3.960 0.068 1.834
C9 2.077 -0.513 -4.081
H23 1.010 -4.729 0.075
C10 2.995 1.345 -0.331
H24 1.838 -1.085 -4.975
C11 -2.579 -1.658 -1.269
H25 -0.570 -1.234 -4.037
H26 -2.722 2.014 3.994
H27 4.505 1.387 -2.663
C12 1.194 -0.527 -3.002
C13 -1.865 1.462 3.579
P1 1.921 0.678 0.976
H28 -3.250 -1.935 -2.089
H29 -3.140 -1.167 -0.458
H30 2.029 -1.286 2.362
H31 2.339 2.228 2.757
H32 -1.680 0.612 4.252
P2 -1.342 -0.510 -1.861
C14 1.460 1.865 2.216

- total charge = +1
- E_tot (a.u.) = -1924.45327
- lowest unoccupied orbital energy (spin up / spin down) (eV) = -2.47 / -4.87
- multiplicity = 3
- ΔE to the lowest compared entry with this formula, charge and spin (kcal/mol) = 13.9
- HOMO-LUMO gap (spin up / spin down) (eV) = 5.1 / 6.5